# 1
{
  "formula": "C44H42Cl2NO2ReS2Sb3",
  "method": "wB97M-V/def2-TZVPD",
  "e_tot_ha": -4422.3583,
  "total_charge": 2,
  "s_squared": 0.76,
  "largest_force_ev_per_a": 1.56,
  "homo_energy_ev": [-12.70, -12.81],
  "multiplicity": 2,
  "relative_energy_kj_mol": 0.0,
  "species": ["Re", "Cl", "C", "C", "C", "Cl", "C", "O", "C", "C", "O", "C", "H", "H", "H", "C", "C", "C", "Sb", "C", "C", "C", "C", "C", "C", "C", "C", "C", "C", "C", "C", "Sb", "C", "C", "C", "C", "C", "C", "C", "C", "C", "C", "C", "C", "H", "H", "H", "H", "H", "H", "H", "H", "H", "H", "H", "H", "H", "H", "H", "H", "H", "H", "H", "H", "H", "H", "H", "H", "H", "H", "S", "C", "N", "C", "C", "C", "C", "C", "C", "S", "H", "H", "H", "H", "C", "Sb", "C", "C", "H", "H", "H", "H", "H", "H", "H", "H", "H"],
  "coordinates": [[-0.796, 1.457, 0.752], [-4.568, 5.924, -3.652], [-3.927, 4.918, -2.409], [-4.238, 5.200, -1.071], [-3.745, 4.413, -0.058], [-4.155, 4.749, 1.581], [-2.901, 3.322, -0.318], [-2.498, 2.587, 0.690], [-2.603, 3.043, -1.670], [-1.829, 1.930, -2.087], [-1.181, 1.133, -1.386], [-3.133, 3.849, -2.706], [-4.875, 6.040, -0.832], [-1.787, 1.751, -3.168], [-2.900, 3.615, -3.736], [-1.503, -2.593, -2.351], [-2.239, -2.358, -1.029], [-1.332, -2.604, 0.166], [0.096, -0.969, 0.411], [1.461, 1.115, 0.169], [1.792, 1.654, -1.080], [3.041, 2.216, -1.302], [3.979, 2.245, -0.281], [3.682, 1.676, 0.949], [2.432, 1.113, 1.175], [1.546, -2.082, 1.436], [2.886, -2.077, 1.062], [3.777, -2.920, 1.712], [3.334, -3.752, 2.730], [1.997, -3.757, 3.101], [1.094, -2.930, 2.446], [0.358, -1.567, -2.328], [0.462, -0.286, -3.984], [1.596, 0.496, -4.203], [1.661, 1.320, -5.316], [0.598, 1.368, -6.209], [-0.527, 0.583, -5.996], [-0.598, -0.246, -4.885], [1.847, -3.021, -2.568], [2.957, -2.781, -3.373], [3.958, -3.738, -3.461], [3.854, -4.921, -2.745], [2.748, -5.159, -1.939], [1.745, -4.208, -1.845], [-2.090, -2.265, -3.207], [-1.262, -3.648, -2.493], [-3.107, -3.021, -0.990], [-2.633, -1.332, -0.996], [-0.747, -3.523, 0.064], [-1.875, -2.660, 1.110], [1.074, 1.641, -1.893], [3.271, 2.654, -2.265], [4.946, 2.698, -0.447], [4.424, 1.665, 1.736], [2.235, 0.647, 2.135], [3.244, -1.422, 0.275], [4.819, -2.927, 1.423], [4.033, -4.402, 3.237], [1.654, -4.407, 3.894], [0.047, -2.955, 2.732], [2.431, 0.471, -3.513], [2.542, 1.921, -5.491], [0.652, 2.008, -7.078], [-1.346, 0.607, -6.701], [-1.478, -0.860, -4.746], [3.042, -1.871, -3.952], [4.815, -3.562, -4.095], [4.635, -5.665, -2.820], [2.666, -6.085, -1.388], [0.888, -4.409, -1.214], [0.175, 3.760, 0.691], [0.532, 3.225, 2.281], [0.056, 2.014, 2.551], [0.396, 1.561, 3.827], [0.112, 0.323, 4.382], [0.546, 0.061, 5.666], [1.260, 1.019, 6.389], [1.560, 2.249, 5.836], [1.127, 2.510, 4.542], [1.386, 3.954, 3.581], [-0.433, -0.420, 3.808], [0.335, -0.897, 6.121], [1.587, 0.794, 7.393], [2.119, 2.985, 6.396], [-3.294, -1.622, 2.873], [-2.911, 0.287, 2.003], [-3.202, 1.528, 3.685], [-4.730, 0.521, 0.945], [-4.182, -1.487, 3.488], [-2.475, -1.961, 3.511], [-3.516, -2.368, 2.115], [-4.194, 1.355, 4.096], [-3.115, 2.560, 3.351], [-2.448, 1.316, 4.441], [-5.520, 0.021, 1.502], [-4.659, 0.081, -0.047], [-4.955, 1.584, 0.864]],
  "lowdin_charge": [0.896, 0.734, -0.652, -0.066, -0.564, 0.776, -0.390, -0.436, -0.120, -0.136, -0.244, -0.036, 0.124, 0.138, 0.124, -0.310, -0.361, -0.399, 1.337, -0.455, -0.197, -0.071, -0.047, -0.049, -0.169, -0.391, -0.124, -0.053, -0.052, -0.059, -0.131, 1.604, -0.370, -0.144, -0.049, -0.046, -0.059, -0.127, -0.372, -0.110, -0.056, -0.051, -0.058, -0.130, 0.059, 0.077, 0.123, 0.081, 0.058, 0.010, 0.071, 0.113, 0.117, 0.119, 0.102, 0.104, 0.116, 0.117, 0.115, 0.092, 0.091, 0.118, 0.119, 0.117, 0.092, 0.090, 0.117, 0.117, 0.116, 0.088, 0.769, -1.039, -0.218, -0.322, -0.050, -0.055, -0.057, -0.058, -0.433, 1.121, 0.076, 0.113, 0.117, 0.122, -0.276, 1.357, -0.246, -0.244, 0.027, 0.012, 0.006, 0.032, -0.006, 0.009, 0.028, 0.013, 0.013]
}


# 2
{
  "formula": "C44H43As2ClF6N5O9PbS3Si",
  "method": "wB97M-V/def2-TZVPD",
  "e_tot_ha": -9861.5729,
  "total_charge": -1,
  "largest_force_ev_per_a": 0.57,
  "homo_energy_ev": -6.20,
  "multiplicity": 1,
  "relative_energy_kj_mol": 28.3,
  "species": ["Pb", "O", "C", "O", "C", "C", "Cl", "N", "N", "C", "C", "O", "O", "C", "C", "C", "C", "C", "C", "H", "H", "H", "H", "H", "H", "C", "As", "C", "C", "C", "C", "C", "C", "C", "As", "C", "C", "H", "H", "H", "H", "H", "H", "H", "H", "H", "H", "H", "H", "H", "H", "H", "H", "F", "C", "F", "F", "S", "O", "O", "N", "S", "O", "O", "C", "F", "F", "F", "O", "Si", "C", "C", "C", "C", "C", "C", "C", "C", "C", "C", "C", "C", "C", "C", "C", "C", "C", "C", "H", "H", "H", "H", "H", "H", "H", "H", "H", "H", "H", "H", "H", "H", "H", "S", "C", "N", "C", "C", "N", "H", "H", "H", "H", "H", "H"],
  "coordinates": [[-0.181, -0.087, 0.263], [3.215, -0.535, -5.022], [3.928, -1.094, -4.064], [4.879, -1.804, -4.295], [3.503, -0.808, -2.658], [4.219, -1.154, -1.529], [5.687, -2.004, -1.378], [3.512, -0.765, -0.443], [2.357, -0.187, -0.809], [2.337, -0.199, -2.126], [1.141, 0.409, -2.812], [1.248, 0.652, -4.026], [0.114, 0.611, -2.109], [3.883, -0.794, 0.943], [5.089, -0.243, 1.343], [5.429, -0.275, 2.685], [4.562, -0.841, 3.612], [3.351, -1.371, 3.193], [3.002, -1.347, 1.852], [2.437, -0.005, -4.644], [5.739, 0.227, 0.616], [6.365, 0.160, 3.009], [4.833, -0.869, 4.660], [2.679, -1.826, 3.910], [2.074, -1.783, 1.495], [-4.397, 1.640, -0.056], [-2.658, 1.632, -0.959], [-2.608, 3.502, -1.486], [-3.303, 0.800, -2.614], [-4.054, 1.517, -3.543], [-4.535, 0.912, -4.693], [-4.271, -0.431, -4.930], [-3.521, -1.151, -4.014], [-3.028, -0.548, -2.858], [-1.873, -1.580, -1.653], [-3.036, -3.087, -1.261], [-0.700, -2.363, -2.989], [-5.161, 2.051, -0.716], [-4.325, 2.231, 0.857], [-4.660, 0.619, 0.220], [-3.600, 3.866, -1.745], [-1.931, 3.615, -2.332], [-2.216, 4.078, -0.648], [-4.265, 2.566, -3.374], [-5.112, 1.488, -5.406], [-4.636, -0.910, -5.830], [-3.299, -2.193, -4.216], [-3.557, -3.399, -2.165], [-3.757, -2.818, -0.489], [-2.415, -3.904, -0.892], [-1.171, -3.230, -3.451], [0.215, -2.674, -2.493], [-0.479, -1.608, -3.741], [2.897, 3.701, 4.793], [3.501, 2.906, 3.910], [4.599, 3.509, 3.472], [3.858, 1.781, 4.539], [2.396, 2.452, 2.495], [1.681, 1.293, 2.969], [3.252, 2.276, 1.353], [1.516, 3.778, 2.455], [0.607, 4.010, 1.182], [-0.016, 2.786, 0.726], [-0.218, 5.164, 1.377], [1.743, 4.502, -0.227], [2.893, 4.989, 0.226], [1.136, 5.453, -0.941], [1.975, 3.468, -1.020], [0.397, -2.453, 0.282], [0.570, -3.997, 0.663], [0.669, -5.103, -0.868], [1.673, -4.893, -1.826], [1.759, -5.661, -2.977], [0.829, -6.668, -3.209], [-0.182, -6.891, -2.285], [-0.256, -6.116, -1.130], [2.122, -4.345, 1.700], [2.047, -4.605, 3.073], [3.191, -4.764, 3.849], [4.446, -4.660, 3.268], [4.551, -4.400, 1.907], [3.405, -4.247, 1.141], [-0.870, -4.605, 1.722], [-0.956, -5.904, 2.238], [-2.013, -6.289, 3.052], [-3.010, -5.374, 3.377], [-2.946, -4.081, 2.879], [-1.887, -3.708, 2.057], [2.385, -4.085, -1.696], [2.542, -5.464, -3.699], [0.891, -7.271, -4.107], [-0.920, -7.664, -2.465], [-1.061, -6.303, -0.427], [1.076, -4.679, 3.551], [3.100, -4.968, 4.910], [5.338, -4.775, 3.872], [5.526, -4.297, 1.446], [3.523, -4.033, 0.086], [-0.178, -6.626, 2.006], [-2.059, -7.300, 3.439], [-3.833, -5.672, 4.016], [-3.716, -3.358, 3.124], [-1.851, -2.697, 1.666], [-2.491, -0.017, 2.398], [-1.586, 0.088, 3.815], [-1.448, 1.185, 4.572], [-0.528, 0.985, 5.690], [-0.039, -0.461, 5.476], [-0.914, -0.923, 4.396], [-1.613, 2.086, 4.156], [-1.055, 1.096, 6.638], [0.290, 1.700, 5.655], [-0.170, -1.069, 6.370], [1.003, -0.487, 5.168], [-0.734, -1.758, 3.860]],
  "lowdin_charge": [1.173, 0.111, -0.517, 0.055, -0.043, -0.578, 0.799, -0.044, 0.108, -0.129, -0.582, 0.044, -0.221, -0.209, -0.039, -0.075, -0.091, -0.080, -0.037, 0.038, 0.114, 0.106, 0.105, 0.099, 0.066, -0.328, 1.099, -0.292, -0.402, -0.110, -0.090, -0.090, -0.116, -0.393, 1.111, -0.270, -0.248, 0.020, 0.014, 0.006, 0.016, 0.039, 0.013, 0.086, 0.099, 0.099, 0.093, 0.022, 0.026, 0.012, 0.037, 0.006, 0.036, 0.128, -0.673, 0.144, 0.119, 0.580, -0.314, -0.267, -0.298, 0.570, -0.436, -0.287, -0.675, 0.137, 0.128, 0.145, -0.547, 0.415, -0.208, -0.108, -0.082, -0.100, -0.096, -0.101, -0.209, -0.103, -0.103, -0.099, -0.082, -0.099, -0.237, -0.117, -0.094, -0.100, -0.087, -0.125, 0.091, 0.104, 0.096, 0.095, 0.087, 0.091, 0.097, 0.098, 0.101, 0.082, 0.110, 0.096, 0.095, 0.098, 0.033, 0.560, -0.857, 0.034, -0.122, -0.122, 0.047, 0.141, 0.110, 0.112, 0.112, 0.098, 0.124]
}


# 3
{
  "formula": "C44H43FeN5O3P",
  "method": "wB97M-V/def2-TZVPD",
  "e_tot_ha": -3807.0860,
  "s_squared": 8.77,
  "largest_force_ev_per_a": 0.69,
  "homo_energy_ev": [-7.59, -7.63],
  "multiplicity": 6,
  "relative_energy_kj_mol": 141.9,
  "species": ["Fe", "N", "C", "C", "O", "N", "C", "C", "O", "O", "H", "H", "H", "H", "H", "H", "C", "C", "C", "C", "C", "C", "C", "N", "C", "N", "C", "C", "C", "C", "C", "C", "C", "N", "C", "C", "C", "C", "C", "C", "C", "H", "H", "H", "H", "H", "H", "H", "H", "H", "H", "H", "H", "H", "H", "H", "H", "H", "H", "H", "H", "H", "H", "C", "C", "C", "C", "C", "C", "P", "C", "C", "C", "C", "C", "C", "C", "C", "C", "C", "C", "C", "H", "H", "H", "H", "H", "H", "H", "H", "H", "H", "H", "H", "H", "H", "H"],
  "coordinates": [[-0.078, -0.069, -0.130], [-2.041, -1.570, 0.381], [-3.208, -0.712, 0.110], [-3.050, 0.548, 0.941], [-3.972, 1.028, 1.560], [-1.750, 1.069, 0.905], [-1.339, 1.718, 2.039], [-0.331, 0.584, 2.834], [-0.241, 0.799, 4.015], [0.156, -0.257, 2.037], [-1.907, -1.681, 1.382], [-2.155, -2.499, -0.002], [-3.215, -0.443, -0.949], [-4.164, -1.165, 0.354], [-0.610, 2.509, 1.864], [-2.114, 2.001, 2.744], [6.748, 1.571, -0.879], [6.742, 0.078, -1.079], [7.896, -0.613, -1.427], [7.894, -1.988, -1.622], [6.715, -2.696, -1.444], [5.551, -2.033, -1.077], [5.557, -0.649, -0.910], [4.405, 0.081, -0.537], [3.076, -0.270, -0.707], [2.832, -0.986, -1.825], [1.640, -1.582, -2.330], [0.398, -1.485, -1.687], [-0.627, -2.197, -2.341], [-0.464, -2.904, -3.525], [0.777, -2.914, -4.135], [1.846, -2.257, -3.547], [3.200, -2.272, -4.218], [2.162, 0.133, 0.102], [2.606, 0.857, 1.248], [2.572, 2.246, 1.233], [2.942, 2.980, 2.357], [3.357, 2.313, 3.499], [3.407, 0.923, 3.500], [3.041, 0.176, 2.387], [3.073, -1.327, 2.395], [7.701, 1.996, -1.190], [6.596, 1.841, 0.172], [5.948, 2.048, -1.452], [8.816, -0.053, -1.558], [8.807, -2.502, -1.899], [6.696, -3.771, -1.576], [4.643, -2.596, -0.901], [4.543, 0.835, 0.117], [3.641, -1.094, -2.409], [-1.632, -2.174, -1.937], [-1.299, -3.426, -3.981], [0.926, -3.436, -5.075], [3.146, -2.806, -5.165], [3.964, -2.768, -3.608], [3.561, -1.260, -4.438], [2.276, 2.743, 0.315], [2.909, 4.064, 2.333], [3.629, 2.866, 4.389], [3.717, 0.400, 4.399], [3.246, -1.704, 3.403], [3.870, -1.711, 1.750], [2.127, -1.727, 2.027], [4.365, 3.050, -3.394], [3.726, 3.931, -2.535], [2.439, 3.657, -2.077], [1.779, 2.497, -2.473], [2.430, 1.619, -3.345], [3.710, 1.892, -3.802], [0.117, 2.006, -1.850], [-0.777, 1.670, -3.411], [-0.463, 2.307, -4.614], [-1.198, 2.045, -5.760], [-2.261, 1.147, -5.719], [-2.592, 0.523, -4.527], [-1.851, 0.787, -3.381], [-0.620, 3.603, -1.319], [-1.619, 4.267, -2.028], [-2.159, 5.454, -1.543], [-1.707, 5.996, -0.349], [-0.709, 5.346, 0.366], [-0.181, 4.155, -0.113], [5.363, 3.267, -3.755], [4.224, 4.841, -2.219], [1.952, 4.365, -1.417], [1.918, 0.722, -3.680], [4.200, 1.203, -4.482], [0.360, 3.010, -4.656], [-0.943, 2.544, -6.687], [-2.826, 0.935, -6.619], [-3.414, -0.181, -4.489], [-2.101, 0.295, -2.452], [-1.990, 3.857, -2.958], [-2.941, 5.955, -2.103], [-2.135, 6.918, 0.028], [-0.352, 5.757, 1.304], [0.597, 3.653, 0.453]],
  "lowdin_charge": [0.715, 0.002, -0.159, -0.470, 0.102, 0.026, -0.110, -0.564, 0.113, -0.076, 0.091, 0.079, 0.094, 0.117, 0.098, 0.118, -0.032, -0.206, -0.047, -0.090, -0.085, -0.038, -0.194, 0.157, -0.375, 0.130, -0.229, -0.131, -0.167, -0.102, -0.066, -0.226, -0.040, 0.084, -0.272, -0.045, -0.079, -0.082, -0.031, -0.220, -0.021, 0.080, 0.090, 0.058, 0.110, 0.102, 0.104, 0.116, 0.127, 0.089, 0.057, 0.097, 0.106, 0.080, 0.079, 0.071, 0.069, 0.102, 0.102, 0.114, 0.082, 0.075, 0.074, -0.101, -0.075, -0.089, -0.348, -0.110, -0.074, 1.115, -0.368, -0.091, -0.073, -0.080, -0.068, -0.096, -0.342, -0.067, -0.074, -0.081, -0.070, -0.141, 0.106, 0.107, 0.094, 0.102, 0.102, 0.112, 0.104, 0.104, 0.107, 0.061, 0.098, 0.105, 0.104, 0.108, 0.065]
}